(1)
Here is 2 unconnected molecules or ions with the total composition C4H8N2 from the OMol25 dataset. Energies are from ωB97M-V with the def2-TZVPD basis set.

Output
Electronic energy   -266.5406 hartree
Frontier orbital gap   8.0 eV
HOMO   -7.33 eV

Atoms and positions in Å:
N (-2.55975, 1.09747, 0.00267)
N (1.33031, 0.08191, 0.00523)
C (2.74812, 0.17186, -0.15555)
C (0.51944, 0.90805, 0.39255)
C (-1.72318, 0.19367, 0.16679)
C (-1.68967, -1.25881, -0.06075)
H (-0.79972, -1.62005, 0.27400)
H (2.95453, 1.26096, -0.49501)
H (-2.41078, -1.70354, 0.53679)
H (3.38110, 0.32025, 0.73536)
H (3.03142, -0.64557, -0.73655)
H (-3.57561, 0.78811, -0.30197)
H (0.53780, 1.84979, 0.79782)
H (-1.74401, -1.44408, -1.16140)

(2)
Here is a molecular structure, C10H7CoF6NO6S2 from the OMol25 dataset. Energies are from ωB97M-V with the def2-TZVPD basis set.

Output
Electronic energy   -3669.8246 hartree
Multiplicity   4
Frontier orbital gap (alpha / beta)   8.2 / 8.2 eV
HOMO (alpha / beta)   -8.70 / -8.73 eV

Atoms and positions in Å:
Co (0.44367, -0.12020, -0.67122)
S (0.34007, -0.67921, -3.70663)
S (0.61311, 1.98221, -3.00295)
F (-0.78652, 4.30532, -3.20093)
F (-1.89187, 2.49197, -3.54959)
F (-1.86375, -0.27111, -2.26679)
F (-0.53319, 3.22310, -5.04877)
F (-2.22604, -0.33859, -4.39582)
F (-1.84929, -2.15499, -3.29862)
O (1.82855, 2.70817, -2.99810)
O (0.05841, 1.60632, -1.70583)
O (-0.92447, -0.74637, 0.61062)
O (1.63819, -0.08182, 0.81840)
O (0.64307, -1.53367, -4.79113)
O (0.89778, -1.05248, -2.41045)
N (0.54522, 0.82385, -4.06135)
C (1.35602, -0.91197, 4.82529)
C (0.22809, -0.99890, 4.05359)
C (2.57614, -0.54240, 4.24469)
C (0.25801, -0.74350, 2.66699)
C (-0.92207, -0.86382, 1.85368)
C (2.64759, -0.26214, 2.90896)
C (1.50533, -0.35515, 2.06453)
C (-1.51569, -0.87404, -3.41184)
C (-0.71944, 3.09448, -3.74221)
C (-2.25029, -1.15528, 2.50915)
H (-2.23366, -2.13923, 2.97398)
H (-0.70176, -1.28119, 4.52031)
H (1.30127, -1.12903, 5.88034)
H (-2.46771, -0.41407, 3.27546)
H (3.45968, -0.48088, 4.86397)
H (3.57495, 0.02879, 2.44215)
H (-3.02939, -1.13413, 1.75012)

(3)
Here is 15 unconnected molecules or ions with the total composition C30H90O30 from the OMol25 dataset. Energies are from ωB97M-V with the def2-TZVPD basis set.

Output
Electronic energy   -3453.9732 hartree
Frontier orbital gap   9.9 eV
HOMO   -9.46 eV

Atoms and positions in Å:
O (0.28116, -5.90948, 1.89274)
O (-2.53150, 3.17843, -2.62656)
O (2.34050, -1.24177, -5.13755)
O (-2.11928, 2.41292, 2.10307)
O (-1.21149, 4.51538, 0.20518)
O (3.63515, -0.89894, 2.49044)
O (-3.08801, -1.18238, 0.41577)
O (1.62371, -5.23043, -5.59686)
O (0.17493, -0.46399, 4.41710)
O (2.92827, 3.48567, -4.53391)
O (-1.00558, 1.98897, 5.92328)
O (-2.98289, -1.96180, 3.06666)
O (2.12956, -2.81152, 4.07290)
O (2.02036, -3.25354, -3.20329)
O (0.95399, 4.52367, -2.48328)
O (-4.06589, 0.96826, -2.97299)
O (1.41597, 3.48122, 0.15642)
O (-1.91240, -1.68765, 5.53190)
O (0.64899, -5.75948, -0.74670)
O (0.90688, 1.38522, -4.80009)
O (1.39734, -1.26143, -0.99546)
O (0.12355, 0.69172, 0.79885)
O (-5.53563, -2.26465, -2.09348)
O (-0.33182, 5.75596, 3.21073)
O (-2.66753, 3.95485, 4.43653)
O (-0.49578, -7.73081, -2.31740)
O (1.05207, -5.24965, 4.51215)
O (2.66672, 0.21959, -2.81453)
O (2.52977, 2.02203, 2.17296)
O (3.14420, 2.72934, -1.86027)
C (-1.37764, -6.78340, -1.57872)
C (-0.91645, 5.67241, 4.51570)
C (-4.38924, -1.48126, -0.09616)
C (2.06038, 5.21038, -3.04125)
C (1.60627, -5.46964, -4.16397)
C (2.60019, -4.55617, -3.43481)
C (-0.29390, -5.24175, 4.19715)
C (-2.32981, 5.33579, 4.68881)
C (2.95443, 3.38985, 1.96592)
C (2.75105, -1.84335, 1.92032)
C (-2.58604, 4.24734, 0.49837)
C (0.44523, 0.27079, -5.60349)
C (-3.24753, -0.76665, 3.74636)
C (2.35973, 4.77615, -4.44437)
C (1.93931, 4.24849, 1.26210)
C (-2.87883, 1.07952, -3.73983)
C (0.85231, 0.69183, 4.79940)
C (-0.68427, -5.45992, -1.31072)
C (-0.53487, -5.10581, 2.72298)
C (2.74044, -3.08034, 2.78885)
C (4.24776, 1.90029, -2.09024)
C (3.96425, 0.82265, -3.06036)
C (0.00778, 0.73901, -0.66135)
C (-2.82595, 2.85350, 0.98260)
C (-2.40664, 2.49262, -3.96731)
C (-3.12024, -1.02313, 5.22854)
C (1.68650, -0.38773, -6.16352)
C (-0.10018, 1.85373, 4.84579)
C (0.16128, -0.59655, -1.40008)
C (-4.27481, -2.09125, -1.53688)
H (-3.85257, 1.50884, -2.17375)
H (-5.07932, -0.64666, -0.16582)
H (2.06536, -4.37540, -5.68604)
H (-0.18638, 0.77829, -6.32522)
H (1.53288, -2.06438, -1.57215)
H (1.65908, 0.97208, 4.09161)
H (1.09431, 4.62995, 1.84540)
H (3.93896, 3.50883, 1.48605)
H (-3.25141, -0.08233, 5.71614)
H (-2.06138, 0.45312, -3.25105)
H (-0.15224, -0.46276, -5.02899)
H (-3.06729, 3.14239, -4.60048)
H (3.03335, 3.88237, 2.90459)
H (3.15535, 5.44525, -4.76635)
H (2.31900, 2.86392, -4.96779)
H (1.32830, 0.48719, 5.78366)
H (0.94446, 4.45087, -1.52170)
H (-0.73591, -6.21634, 4.55159)
H (-2.69712, 5.64347, 5.71234)
H (1.47067, 4.87637, -5.02889)
H (-3.09391, 4.47070, -0.41611)
H (-0.69399, 6.65292, 5.01176)
H (-2.15026, 3.07161, 2.84672)
H (1.55323, -1.07170, -7.06176)
H (1.78137, -1.36942, 1.86996)
H (-2.17363, -2.40213, 3.38578)
H (-0.70891, -1.25905, -1.16873)
H (1.89883, 1.80395, 1.48119)
H (2.56322, -0.27757, -1.98269)
H (2.16481, 3.23036, -0.42092)
H (2.94556, 5.11581, -2.46176)
H (2.08783, -3.77542, 2.30168)
H (2.83046, -2.38975, 4.58422)
H (0.69735, 1.43691, -1.06952)
H (2.81215, -4.92913, -2.42442)
H (-1.74463, -7.27634, -0.73717)
H (-3.09546, 0.69794, -4.75156)
H (2.29661, 0.43055, -6.55155)
H (-2.63605, 0.08013, 3.64297)
H (4.73878, 0.06886, -3.07473)
H (-0.40040, 4.85662, 5.02225)
H (-4.30113, -0.50361, 3.44814)
H (0.61406, -5.33728, -3.75462)
H (0.55545, 2.76722, 4.82416)
H (-1.33818, -4.73259, -0.74320)
H (2.54345, 5.09156, 0.83107)
H (-1.08565, -1.20283, 5.18382)
H (3.79313, -3.44080, 2.93857)
H (3.50487, -4.42747, -3.98776)
H (-4.89175, -2.21417, 0.55784)
H (-2.62893, 3.30853, 5.17138)
H (-3.89896, 2.67129, 1.05181)
H (-2.87020, 5.01301, 1.19690)
H (-3.81598, -3.11545, -1.52611)
H (-1.71761, 3.65484, -2.32093)
H (-1.56525, -5.38671, 2.52359)
H (-3.62837, -1.38252, -2.07980)
H (0.11695, -0.31001, -2.49968)
H (2.69539, 2.91356, -2.72418)
H (3.05093, -2.20970, 0.89871)
H (-2.24249, -6.64355, -2.24952)
H (1.93061, -2.77355, -4.06265)
H (-0.73620, -4.36449, 4.71867)
H (-0.64754, 1.86048, 3.90654)
H (-1.34968, 2.52441, -4.31462)
H (1.82655, -6.53269, -4.03168)
H (-3.10610, 5.74358, 4.06031)
H (-0.36625, -4.10222, 2.38730)
H (-0.96931, 5.69174, 2.55093)
H (-3.93404, -1.78008, 5.52114)
H (1.19907, 1.06067, -3.94166)
H (3.32024, -0.00523, 2.20167)
H (-5.76012, -1.41625, -2.49442)
H (1.74834, 6.24291, -3.13013)
H (-1.01690, 1.03363, -0.96530)
H (-0.49592, 1.32786, 1.23804)
H (-0.70814, 3.72185, 0.33825)
H (2.44064, -0.78150, -4.29499)
H (0.23163, -7.92040, -1.73481)
H (3.93884, 1.13462, -4.10657)
H (1.50882, -4.43008, 4.27933)
H (0.89866, -6.41694, 2.46699)
H (-3.08025, -1.42370, 1.34525)
H (-0.60940, -4.86737, -2.23536)
H (-2.59912, 2.10615, 0.14794)
H (4.47941, 1.28489, -1.16061)
H (5.18643, 2.45340, -2.39031)
H (-1.06836, 1.24971, 6.55839)
H (0.46295, -6.00503, 0.16972)
H (0.81850, -1.19374, 4.10950)

(4)
Here is 10 unconnected molecules or ions with the total composition C44H34B2N8O26 from the OMol25 dataset. Energies are from ωB97M-V with the def2-TZVPD basis set.

Output
Electronic energy   -4141.0589 hartree
Frontier orbital gap   7.2 eV
Total charge   -2
HOMO   -5.58 eV

Atoms and positions in Å:
O (10.00383, -0.95288, 3.55490)
O (0.03259, 1.96080, -2.69442)
O (-5.98866, -6.67880, 0.62191)
O (1.29236, -5.10765, 8.52073)
O (-5.33505, -7.80912, 2.41615)
O (-6.19118, 5.24794, -0.30844)
O (7.28280, -6.39779, -4.37750)
O (11.01041, 0.52784, 4.75832)
O (10.74928, -7.00530, -5.04523)
O (-7.47204, -1.18118, -4.00774)
O (9.31933, -5.28245, -4.82055)
O (-1.16074, 1.91812, -0.42170)
O (-7.89494, 6.48359, 0.08094)
O (1.40236, 3.45535, 1.35501)
O (0.12103, -3.90597, 9.71289)
O (5.85809, -2.37321, -5.44975)
O (0.59780, -1.36600, -2.86506)
O (0.52095, 0.76712, -4.66774)
O (1.17530, 2.20464, -0.57157)
O (-1.43277, 2.97139, 1.64371)
O (7.79789, -4.30885, -3.15323)
O (8.11702, -8.53264, -4.59098)
O (6.77045, -2.40611, -2.45827)
O (7.08773, -4.24913, -5.35701)
O (0.13083, 0.10374, -1.28544)
O (-5.43448, -1.66854, -4.39655)
N (-5.41038, -6.81268, 1.71635)
N (4.14623, 4.10037, -5.33155)
N (0.89725, -4.02924, 8.81879)
N (1.96449, -4.59534, -8.19877)
N (-7.41699, 5.36976, -0.10971)
N (-6.37093, -0.84514, -4.41040)
N (10.03436, 0.17231, 4.08841)
N (-1.20124, 10.92633, 5.55018)
C (9.14542, 2.44939, 4.25093)
C (3.97874, 6.09406, -3.58005)
C (0.73862, 2.77508, 0.56348)
C (-3.91098, -4.21161, 4.04287)
C (-6.18793, 0.45115, -4.98490)
C (0.39413, -0.23702, -2.47705)
C (-4.84410, -5.50108, 2.23561)
C (-9.71831, 4.35577, -0.29104)
C (4.07203, 4.97852, -4.56814)
C (8.19867, -7.28741, -4.59516)
C (-4.97760, -4.29721, 1.48109)
C (-4.41655, -5.45708, 3.55886)
C (-4.91932, 2.42529, -5.46382)
C (7.12278, -3.18061, -3.31655)
C (2.39869, -2.03429, 5.93805)
C (-8.36203, 4.18767, -0.06498)
C (1.87306, -0.74141, 6.17284)
C (-8.74018, 1.78577, 0.13280)
C (7.97214, 0.95568, 2.82971)
C (-7.19833, 0.76090, -5.97016)
C (1.72060, -6.48348, -6.38536)
C (6.64123, -3.16584, -4.82819)
C (8.24736, 3.47499, 3.86012)
C (-0.36035, 8.70291, 4.39162)
C (-4.02353, -3.05853, 3.22103)
C (-7.85235, 2.88087, 0.02585)
C (1.27297, -2.81001, 7.96768)
C (-5.14769, 1.31058, -4.58715)
C (-0.80474, 9.95620, 5.03372)
C (0.30615, 0.91640, -3.47288)
C (-10.56699, 3.24384, -0.34862)
C (-6.89888, 1.84356, -6.75699)
C (2.07095, -3.04641, 6.83251)
C (9.02956, 1.20530, 3.69229)
C (1.83403, -5.44990, -7.35353)
C (-4.61328, -3.07419, 1.97620)
C (7.20221, 3.17588, 3.02653)
C (-10.06725, 2.05576, -0.05252)
C (9.62587, -6.53965, -4.79008)
C (1.06896, -0.47392, 7.29270)
C (-0.77345, 2.58302, 0.67265)
C (0.62595, -1.55583, 8.10340)
C (7.03588, 1.88502, 2.54788)
C (-5.68654, 2.62482, -6.58816)
B (0.01511, 1.57055, -1.27905)
B (7.90953, -5.03474, -4.43943)
H (0.91806, -6.34577, -5.66075)
H (-4.45148, -2.20095, 1.36163)
H (-1.01373, 7.92184, 4.78035)
H (-11.60178, 3.42688, -0.59779)
H (-10.28922, 5.26820, -0.38012)
H (2.61856, -6.45356, -5.76821)
H (2.48166, -3.99995, 6.53505)
H (3.69244, 6.92368, -4.22646)
H (-5.35406, 3.45118, -7.19888)
H (4.94189, 6.26832, -3.10038)
H (2.22937, 0.03326, 5.51001)
H (-4.54778, 1.05704, -3.72562)
H (6.16414, 1.71257, 1.93410)
H (-8.08233, 0.15508, -6.10404)
H (1.61886, -7.42969, -6.91681)
H (10.02175, 2.75650, 4.80240)
H (-7.65470, 2.12864, -7.47384)
H (-10.80276, 1.26497, -0.06136)
H (8.41671, 4.50724, 4.12878)
H (3.18451, 5.87526, -2.86631)
H (-8.43419, 0.76501, 0.30838)
H (6.55645, 3.97618, 2.69652)
H (-3.56114, -4.03872, 5.04991)
H (0.70908, 8.49583, 4.43091)
H (-4.11339, 3.12129, -5.28365)
H (0.07700, -1.38920, 9.01844)
H (-6.79310, 2.67062, 0.01179)
H (7.86977, -0.05875, 2.47359)
H (-0.56523, 8.88427, 3.33652)
H (-3.62124, -2.15282, 3.65028)
H (-5.41965, -4.35170, 0.49720)
H (0.84606, 0.54175, 7.58449)
H (2.98427, -2.19622, 5.04515)
H (-4.45749, -6.29783, 4.23552)

(5)
Here is 8 unconnected molecules or ions with the total composition C34H57FN7O8P from the OMol25 dataset. Energies are from ωB97M-V with the def2-TZVPD basis set.

Output
Electronic energy   -2755.5423 hartree
Frontier orbital gap   9.6 eV
HOMO   -9.40 eV

Atoms and positions in Å:
P (-3.13991, 3.55820, 2.19626)
F (4.53081, 3.67699, 0.12876)
O (-1.42950, -2.28257, -2.21441)
O (-1.46416, -1.24817, -4.49599)
O (-4.07226, 4.54608, 1.05137)
O (-2.90522, 4.55973, 3.60161)
O (-1.93996, 0.83954, -1.51114)
O (-4.10233, 2.31678, 2.53625)
O (-1.43638, -1.96428, 3.13109)
O (-0.99537, 2.52513, -3.16395)
N (-4.07246, -4.91958, -1.13171)
N (7.74379, 0.11439, -5.69939)
N (8.27849, 2.41287, -3.22342)
N (1.13647, -4.94997, 1.40172)
N (3.55075, -0.97302, -2.43790)
N (-3.85596, 0.48187, 6.80872)
N (6.61836, -2.29380, 2.92691)
C (-1.54007, 3.06508, 1.27633)
C (7.66898, 3.44386, -0.71347)
C (-5.01244, -5.84084, -3.58160)
C (-0.98799, 1.55542, 1.59824)
C (-0.49266, -3.09102, 3.20109)
C (-0.91623, -6.72372, 0.78975)
C (-4.49866, -5.33726, -2.24264)
C (-3.77338, -1.85802, -3.40279)
C (-3.28039, 5.70099, 0.60058)
C (1.82317, 1.29638, -1.43895)
C (-3.32401, 5.67854, -1.06156)
C (3.09948, 3.19358, 0.12050)
C (-1.36847, -0.20891, -0.60206)
C (6.03953, -0.14137, -3.35907)
C (-6.26795, 0.96034, 5.50964)
C (7.31760, -0.30329, -6.81033)
C (-2.48282, -2.29977, 0.82849)
C (0.20569, -5.75431, 1.12429)
C (-2.10405, -1.75452, -3.41115)
C (-2.69227, -2.32493, 2.45479)
C (-0.35540, 0.75866, 0.31155)
C (-2.59357, 2.91064, 5.46406)
C (3.00845, 1.61217, -0.33846)
C (-4.94971, 0.69880, 6.21972)
C (0.30472, 1.67979, -0.91861)
C (-0.91199, 1.77863, -2.05986)
C (4.56566, -4.06755, 2.31494)
C (4.67925, -0.59585, -2.85563)
C (5.68759, -3.09814, 2.64948)
C (8.00206, 2.88041, -2.08532)
C (-1.86793, 4.03262, 4.50162)
C (6.80382, -0.80686, -8.14929)
C (-2.70412, -0.83720, 0.12151)
C (-0.57705, -1.27736, -1.56100)
H (3.96299, -4.26212, 3.20643)
H (-1.70003, 3.30560, 0.13979)
H (-3.01778, 1.98347, 4.88960)
H (-4.22480, -5.76307, -4.33619)
H (0.44133, 2.84051, -0.67496)
H (-1.51890, -6.91829, 1.68124)
H (0.00457, -3.36577, 2.15157)
H (4.03601, 1.38136, -0.89727)
H (-1.75700, 2.51216, 6.20147)
H (6.15744, 0.93342, -3.19554)
H (-0.09632, 1.68843, 2.38059)
H (-1.83179, 0.98392, 2.17342)
H (6.58447, 3.47607, -0.57704)
H (-4.19222, -0.78117, -3.21211)
H (0.16158, -1.88263, -0.84614)
H (-2.93951, -3.45713, 2.73905)
H (-3.63364, -1.70589, 2.81745)
H (8.06998, 4.45674, -0.61908)
H (5.94529, -0.20926, -8.46781)
H (-6.69203, 0.01810, 5.15188)
H (-0.69587, 3.82268, 1.64861)
H (1.99270, 1.91992, -2.44242)
H (-3.66830, 4.60182, -1.44198)
H (-2.19798, 5.76575, 1.04065)
H (-4.18467, -2.37908, -4.37327)
H (3.92483, -3.64222, 1.53772)
H (6.49685, -1.85266, -8.06139)
H (7.59145, -0.72910, -8.90388)
H (0.09782, -0.80103, -2.38984)
H (2.73174, 3.25654, 1.24457)
H (-0.49821, -7.66772, 0.42954)
H (-5.87096, -5.24324, -3.90013)
H (-4.12180, 6.47560, -1.44140)
H (-4.09906, -2.54121, -2.48024)
H (-1.55706, -6.29838, 0.01253)
H (2.40101, 3.89936, -0.49872)
H (8.10727, 2.81332, 0.06497)
H (-0.93963, -4.09010, 3.61528)
H (-3.51056, -0.97870, -0.74729)
H (1.94227, 0.15670, -1.73161)
H (-1.45421, -2.81424, 0.59663)
H (-3.21134, -0.13782, 0.91254)
H (2.97859, 0.88844, 0.58900)
H (-1.43305, 4.95121, 5.11906)
H (-6.97539, 1.43051, 6.19832)
H (0.39920, 0.01352, 0.83850)
H (-2.30387, 5.98649, -1.55650)
H (4.98368, -5.01156, 1.95473)
H (6.83157, -0.67205, -2.82362)
H (-0.96770, 3.50600, 3.97107)
H (-3.48150, 3.45463, 6.00575)
H (-6.10638, 1.62487, 4.65644)
H (-3.81916, 6.71855, 0.91560)
H (-3.31408, -3.02510, 0.37310)
H (-5.31940, -6.88664, -3.49370)
H (6.13036, -0.35092, -4.42840)
H (0.41120, -2.72379, 3.88386)

(6)
Here is 2 unconnected molecules or ions with the total composition C2H9N3O from the OMol25 dataset. Energies are from ωB97M-V with the def2-TZVPD basis set.

Output
Electronic energy   -321.1014 hartree
Frontier orbital gap   9.7 eV
HOMO   -8.90 eV

Atoms and positions in Å:
O (-0.28780, 3.58144, 2.08858)
N (-0.52087, -0.87037, 0.96632)
N (0.42505, -0.53354, -1.14200)
N (-1.41639, -1.88848, -0.99416)
C (-0.51618, -1.06052, -0.30996)
C (1.46282, 0.31582, -0.56897)
H (1.24386, 1.35129, -0.84690)
H (-0.96450, -2.64993, -1.48383)
H (2.44493, 0.08266, -0.96644)
H (-1.16663, -1.53933, 1.36908)
H (-0.78976, 2.77818, 2.23663)
H (0.37556, -0.75225, -2.11872)
H (0.54692, 3.18008, 1.83344)
H (1.37440, 0.31058, 0.51009)
H (-2.21142, -2.30563, -0.57318)

Q: Which of these has the lowest electronic energy?
A: C44H34B2N8O26